Here is a molecular structure, C29H42BBeN6OS5 from the OMol25 dataset. Energies are from the ωB97M-V functional and the def2-TZVPD basis.

HOMO: -0.36765 Eh

```
! wB97M-V def2-TZVPD RIJCOSX def2/J DEFGRID3
* xyz 1 1
Be 2.208 -3.243 0.441
C 2.105 -1.111 4.727
C 1.421 -0.379 3.619
C 1.273 0.969 3.614
C 0.638 1.624 2.528
N 0.250 0.957 1.483
N 0.406 -0.382 1.462
B -0.110 -0.963 0.142
N 0.350 -0.283 -1.127
N -0.279 0.895 -1.390
C -0.060 1.465 -2.532
C 0.749 0.830 -3.523
C 1.387 -0.331 -3.268
C 2.220 -1.034 -4.294
C 1.240 -0.888 -1.945
S 2.210 -2.211 -1.528
C -0.674 2.829 -2.818
C 0.483 3.812 -3.067
C -1.505 3.327 -1.638
C -1.567 2.739 -4.063
N -0.523 -2.411 0.016
N -1.550 -1.553 0.082
C -2.805 -1.912 0.078
C -3.015 -3.312 -0.036
C -1.988 -4.208 -0.130
C -2.235 -5.677 -0.214
C -0.620 -3.736 -0.098
S 0.713 -4.763 -0.093
C -3.875 -0.843 0.188
C -3.776 0.061 -1.053
C -5.265 -1.471 0.267
C -3.595 -0.014 1.455
C 0.932 -1.108 2.484
S 0.991 -2.804 2.431
C 0.416 3.136 2.480
C 0.757 3.802 3.814
C -1.060 3.411 2.152
C 1.326 3.703 1.376
H 2.411 -0.424 5.515
H 2.979 -1.633 4.334
H 1.449 -1.873 5.150
H 1.647 1.549 4.448
H 0.842 1.282 -4.504
H 2.256 -0.458 -5.218
H 1.800 -2.021 -4.508
H 3.232 -1.201 -3.925
H 1.162 3.839 -2.211
H 0.082 4.817 -3.218
H 1.060 3.545 -3.956
H -0.896 3.405 -0.738
H -2.340 2.654 -1.428
H -1.909 4.315 -1.872
H -1.020 2.402 -4.946
H -1.978 3.726 -4.286
H -2.403 2.055 -3.892
H -4.031 -3.682 -0.032
H -3.298 -5.902 -0.235
H -1.772 -6.173 0.644
H -1.751 -6.094 -1.100
H -3.962 -0.510 -1.968
H -2.792 0.525 -1.120
H -4.530 0.849 -0.985
H -5.498 -2.047 -0.632
H -6.008 -0.677 0.352
H -5.366 -2.118 1.142
H -2.618 0.473 1.402
H -3.629 -0.642 2.350
H -4.357 0.762 1.555
H 0.171 3.380 4.634
H 0.517 4.864 3.747
H 1.820 3.721 4.055
H -1.696 3.136 3.001
H -1.382 2.842 1.281
H -1.207 4.476 1.950
H 2.378 3.529 1.618
H 1.172 4.780 1.278
H 1.112 3.223 0.420
C 7.439 -2.700 -0.220
O 6.279 -2.614 0.631
C 5.131 -3.183 0.286
S 4.838 -4.041 -1.098
S 3.913 -2.936 1.509
H 7.871 -1.705 -0.256
H 7.166 -3.042 -1.212
H 8.143 -3.393 0.234
*
```

Löwdin population analysis, charges in e, atoms 1 to 8: number 1, Be, carries -0.34; number 2, C, carries -0.05; number 3, C, carries -0.23; number 4, C, carries 0.09; number 5, C, carries -0.19; number 6, N, carries 0.18; number 7, N, carries 0.06; number 8, B, carries -0.61



Here is a molecular structure, C22H24N10OPbSe in a non-equilibrium geometry from the OMol25 dataset. Energies are from the ωB97M-V functional and the def2-TZVPD basis.

HOMO (spin up / spin down): -0.71592 / -0.71615 Eh
energy relative to the best compared isomer or geometry (same formula, charge and spin): 0.0 kJ/mol

```
! wB97M-V def2-TZVPD RIJCOSX def2/J DEFGRID3
* xyz 4 1
Pb 0.748 -0.314 0.406
O 3.151 1.661 -0.690
C 3.591 1.847 -2.040
C 4.700 0.899 -2.420
C 5.368 0.963 -3.652
C 6.234 -0.069 -4.016
C 6.534 -1.085 -3.100
C 6.031 -0.990 -1.782
N 5.160 -0.026 -1.610
H 3.650 2.216 -0.106
H 3.933 2.884 -2.132
H 2.745 1.795 -2.737
H 5.267 1.805 -4.314
H 6.649 -0.046 -5.003
H 7.129 -1.986 -3.314
H 6.277 -1.682 -0.989
C -1.606 4.130 -0.589
N -1.916 2.995 -1.454
C -3.033 3.212 -2.420
C -1.380 1.809 -1.256
N -0.566 1.534 -0.241
N -1.779 0.812 -2.138
C -1.210 -0.402 -2.405
N -1.640 -0.957 -3.557
N -0.317 -0.938 -1.617
H -2.209 4.989 -0.902
H -0.580 4.468 -0.664
H -1.842 3.914 0.447
H -3.532 4.156 -2.169
H -3.757 2.461 -2.224
H -2.658 3.297 -3.416
H -0.332 2.345 0.313
H -2.453 1.127 -2.807
H -2.272 -0.473 -4.150
H -1.390 -1.923 -3.770
H 0.092 -1.726 -2.050
Se -3.813 -3.645 6.378
N -3.298 -4.209 4.784
C -2.798 -3.220 4.164
C -2.194 -3.326 2.833
C -2.233 -4.521 2.054
C -1.624 -4.513 0.819
C -0.925 -3.368 0.446
N -0.880 -2.235 1.179
C -1.501 -2.227 2.372
C -1.446 -0.960 3.124
N -0.727 0.052 2.590
C -0.722 1.243 3.253
C -1.380 1.444 4.465
C -2.135 0.448 5.007
C -2.147 -0.785 4.371
C -2.773 -1.953 4.933
N -3.228 -2.044 6.135
H -2.788 -5.380 2.407
H -1.586 -5.299 0.124
H -0.480 -3.296 -0.550
H -0.110 2.056 2.826
H -1.335 2.441 4.884
H -2.661 0.599 5.968
*
```

Löwdin population analysis, charges in e, atoms 1 to 8: number 1, Pb, carries 1.38; number 2, O, carries -0.12; number 3, C, carries -0.14; number 4, C, carries -0.17; number 5, C, carries 0.05; number 6, C, carries 0.03; number 7, C, carries 0.04; number 8, C, carries 0.00



Here is 3 unconnected molecules or ions with the total composition C26H49FN3O5 from the OMol25 dataset. Energies are from the ωB97M-V functional and the def2-TZVPD basis.

HOMO (spin up / spin down): -0.08123 / -0.08122 Eh

```
! wB97M-V def2-TZVPD RIJCOSX def2/J DEFGRID3
* xyz -1 3
C -5.876 4.249 -4.995
C -6.526 3.137 -4.207
O -6.903 2.114 -4.726
O -6.661 3.297 -2.884
C -6.379 4.566 -2.260
C -6.798 4.522 -0.787
C -5.595 4.527 0.172
C -4.811 3.203 0.255
N -3.538 3.355 0.918
C -2.511 3.539 -0.026
C -2.082 2.349 -0.906
O -1.285 2.359 -1.798
F -2.632 1.161 -0.572
H -6.475 5.164 -4.945
H -4.885 4.475 -4.590
H -5.799 3.923 -6.032
H -6.918 5.358 -2.794
H -5.302 4.774 -2.329
H -7.416 5.407 -0.577
H -7.438 3.648 -0.623
H -5.916 4.809 1.184
H -4.901 5.318 -0.156
H -5.440 2.493 0.823
H -4.728 2.800 -0.779
H -2.674 4.334 -0.804
H -1.568 3.788 0.494
C 0.690 -1.224 3.589
C 0.129 0.144 3.118
C -0.015 0.216 1.593
C 1.277 0.427 0.811
C 2.047 1.619 1.378
C 2.323 1.453 2.873
N 1.012 1.262 3.578
O 0.382 2.371 3.759
C 3.302 0.288 3.077
C 2.989 2.697 3.446
C -1.256 0.326 3.729
H 1.572 -1.106 4.211
H -0.044 -1.738 4.210
H 0.947 -1.882 2.756
H -0.666 1.066 1.364
H -0.545 -0.673 1.242
H 1.892 -0.476 0.807
H 1.018 0.630 -0.230
H 3.002 1.753 0.862
H 1.465 2.531 1.216
H 3.526 0.143 4.136
H 4.234 0.539 2.568
H 2.966 -0.658 2.663
H 2.379 3.584 3.296
H 3.946 2.846 2.943
H 3.176 2.581 4.515
H -1.203 0.404 4.817
H -1.849 -0.554 3.473
H -1.768 1.204 3.341
C 5.370 -4.247 -1.675
C 4.324 -4.358 -0.537
C 3.571 -5.696 -0.556
C 2.492 -5.837 -1.628
C 1.544 -4.638 -1.575
C 2.289 -3.307 -1.698
N 3.324 -3.250 -0.611
O 2.830 -2.944 0.539
C 2.880 -3.183 -3.108
C 1.342 -2.133 -1.509
C 5.068 -4.249 0.789
H 5.216 -3.356 -2.275
H 6.373 -4.154 -1.260
H 5.361 -5.112 -2.339
H 3.074 -5.797 0.415
H 4.302 -6.506 -0.615
H 2.929 -5.955 -2.623
H 1.927 -6.751 -1.436
H 0.794 -4.689 -2.368
H 1.004 -4.654 -0.624
H 3.415 -2.239 -3.227
H 2.053 -3.188 -3.819
H 3.545 -3.994 -3.392
H 0.840 -2.169 -0.546
H 0.579 -2.149 -2.287
H 1.880 -1.188 -1.580
H 5.516 -3.263 0.914
H 5.866 -4.994 0.789
H 4.421 -4.441 1.642
*
```

Löwdin population analysis, charges in e, atoms 1 to 8: number 1, C, carries 0.00; number 2, C, carries -0.54; number 3, O, carries 0.08; number 4, O, carries 0.00; number 5, C, carries -0.19; number 6, C, carries -0.18; number 7, C, carries -0.23; number 8, C, carries -0.37



Here is H2N2O3S in the gas phase in a non-equilibrium geometry from the OMol25 dataset. Energies are from the ωB97M-V functional and the def2-TZVPD basis.

HOMO: -0.37627 Eh
energy relative to the best compared isomer or geometry (same formula, charge and spin): 305.1 kJ/mol

```
! wB97M-V def2-TZVPD RIJCOSX def2/J DEFGRID3
* xyz 0 1
N 0.445 1.258 0.759
N -0.376 -1.203 -0.821
O 0.789 -0.889 -0.896
O -0.964 -1.927 -1.549
O -1.095 -0.749 0.128
S -0.087 0.154 1.691
H -0.106 2.134 0.509
H 1.395 1.221 0.179
*
```

From a Löwdin analysis of the wavefunction, the atomic charges in e read: number 1, N, carries -0.47; number 2, N, carries -0.61; number 3, O, carries 0.00; number 4, O, carries 0.10; number 5, O, carries -0.23; number 6, S, carries 0.96; number 7, H, carries 0.10; number 8, H, carries 0.14



Here is a molecular structure, C4H10Li2O5 in a non-equilibrium geometry from the OMol25 dataset. Energies are from the ωB97M-V functional and the def2-TZVPD basis.

HOMO: 0.01314 Eh

```
! wB97M-V def2-TZVPD RIJCOSX def2/J DEFGRID3
* xyz -2 1
Li -2.523 8.767 -4.586
Li -1.495 11.137 -5.019
O -2.527 8.384 -5.965
C -2.914 9.243 -6.961
C -4.017 10.180 -6.561
O -3.764 10.938 -5.458
H -3.243 8.721 -7.907
H -2.082 9.831 -7.433
H -4.887 9.492 -6.339
H -4.467 10.753 -7.415
O -1.179 9.874 -3.518
C 0.194 10.018 -3.393
C 1.012 10.841 -4.437
O 0.583 10.779 -5.763
H 0.665 9.036 -3.165
H 0.381 10.480 -2.384
H 2.027 10.372 -4.416
H 1.154 11.924 -4.231
O -1.722 13.094 -4.975
H -2.654 13.240 -5.181
H -1.251 13.240 -5.803
*
```

Löwdin population analysis, charges in e, atoms 1 to 8: number 1, Li, carries 0.55; number 2, Li, carries 0.62; number 3, O, carries -0.40; number 4, C, carries -0.49; number 5, C, carries -0.54; number 6, O, carries -0.38; number 7, H, carries 0.07; number 8, H, carries 0.09



Here is a molecular structure, C12H8P in a non-equilibrium geometry from the OMol25 dataset. Energies are from the ωB97M-V functional and the def2-TZVPD basis.

HOMO (spin up / spin down): -0.43262 / -0.45815 Eh

```
! wB97M-V def2-TZVPD RIJCOSX def2/J DEFGRID3
* xyz 1 3
C 1.692 3.071 1.095
C 2.445 2.108 0.515
C -0.615 1.932 0.473
C 0.050 0.663 -0.189
C -0.555 -0.672 0.117
C -1.609 -1.276 -0.921
C 0.827 -2.994 -0.505
C -0.038 -3.186 -1.559
C 0.528 2.148 1.195
C 1.404 1.008 0.689
C 0.598 -1.767 0.229
C -1.070 -2.241 -1.485
P 1.871 -1.071 1.181
H 1.769 4.195 1.312
H 3.489 2.152 0.376
H -1.519 2.508 0.294
H 0.115 1.023 -1.199
H -1.069 -0.618 1.041
H -2.582 -0.770 -0.692
H 1.600 -3.598 -0.160
H 0.051 -3.838 -2.369
*
```

Löwdin population analysis, charges in e, atoms 1 to 8: number 1, C, carries 0.03; number 2, C, carries -0.03; number 3, C, carries 0.06; number 4, C, carries -0.22; number 5, C, carries -0.24; number 6, C, carries 0.03; number 7, C, carries -0.05; number 8, C, carries 0.05